No. 1
This record from the Open Molecules 2025 dataset describes a molecular structure, C25H72LiN3O13 in a non-equilibrium geometry. The level of theory is the ωB97M-V functional and the def2-TZVPD basis.

Geometry as XYZ:
```
114
Properties=species:S:1:pos:R:3:lowdin_charge:R:1
Li -1.110 1.968 4.051 0.6812
C -0.280 0.461 0.619 -0.3723
O 0.150 1.698 0.275 -0.2831
H -0.933 0.628 1.526 0.1176
H 0.579 -0.255 0.777 0.1435
H -1.118 -0.051 -0.045 0.1506
C 0.162 4.607 -0.407 -0.2261
O -1.088 4.899 -0.901 -0.1010
H 0.788 4.302 -1.306 0.1184
H 0.142 3.796 0.301 0.0363
H 0.536 5.478 -0.135 0.0408
H -1.623 4.068 -0.805 0.0787
C -3.429 1.968 0.443 -0.1651
O -2.143 2.320 0.038 -0.1390
H -3.569 1.169 -0.306 0.0880
H -4.307 2.573 0.212 0.1013
H -3.523 1.535 1.410 0.0157
H -1.437 1.767 0.512 0.0384
C -4.003 -1.771 -0.632 -0.1562
O -3.652 -1.618 -2.011 -0.1069
H -3.207 -1.725 0.056 0.0356
H -4.447 -2.654 -0.219 0.0664
H -4.588 -0.870 -0.529 0.0650
H -2.774 -1.847 -2.214 -0.0140
C -0.118 4.536 2.366 -0.1613
O -0.303 3.150 2.331 -0.1678
H -0.622 4.959 1.475 0.0690
H 0.816 4.828 2.149 0.0361
H -0.507 5.138 3.297 0.1282
H -0.134 2.746 1.474 -0.0073
C -0.396 0.684 -1.947 -0.0690
O 0.496 0.077 -1.022 -0.1858
H -0.332 1.749 -1.686 0.0934
H -1.341 0.152 -1.653 0.0906
H -0.141 0.564 -3.040 0.0818
H 0.227 0.298 -0.168 -0.2971
C 3.037 2.572 0.710 -0.0627
O 2.632 2.111 2.054 -0.1754
H 2.986 3.687 0.487 0.1102
H 2.519 1.995 -0.019 0.0675
H 3.984 2.394 0.579 0.0124
H 1.807 1.642 1.957 0.0110
C 3.443 -1.340 -6.528 -0.1411
O 2.892 -1.783 -5.347 -0.2113
C 2.970 -0.842 -4.323 -0.2512
C 3.294 -1.492 -3.037 -0.2352
N 3.372 -0.784 -1.768 0.0054
C 3.854 -1.714 -0.749 -0.1517
C 3.396 -1.003 0.566 -0.1578
O 4.060 -1.680 1.646 -0.2166
C 3.947 -1.178 2.955 -0.0898
H 3.290 -2.254 -7.300 0.1399
H 4.520 -0.859 -6.389 0.1319
H 2.806 -0.673 -6.944 0.0272
H 1.837 -0.187 -4.424 0.1806
H 3.719 0.062 -4.381 0.1472
H 4.122 -1.914 -3.181 0.0515
H 2.798 -2.429 -3.059 0.1019
H 2.492 -0.740 -1.360 0.0322
H 4.854 -1.649 -0.884 0.0891
H 3.492 -2.720 -0.684 0.1206
H 2.297 -1.127 0.861 0.1189
H 3.397 0.061 0.548 0.0852
H 2.909 -1.162 3.176 0.0383
H 4.109 -0.113 2.757 0.0905
H 4.680 -1.823 3.504 0.1233
C -3.625 3.444 2.996 -0.0356
O -2.830 2.305 3.425 -0.3015
C -3.674 1.112 3.572 -0.2090
C -2.790 0.007 3.993 -0.2035
N -2.071 0.407 5.231 -0.1058
C -1.044 -0.499 5.694 -0.1620
C 0.129 -0.597 4.702 -0.1510
O 0.527 0.761 4.379 -0.2066
C 1.793 0.958 3.921 -0.1407
H -3.910 3.340 1.983 0.0507
H -2.811 4.220 2.879 0.1060
H -4.158 3.907 3.783 0.0884
H -4.308 0.913 2.612 0.1544
H -4.363 1.276 4.408 0.1287
H -2.042 -0.242 3.185 0.1265
H -3.425 -0.938 4.060 0.1509
H -2.664 0.405 6.027 0.1114
H -1.551 -1.592 5.597 0.1781
H -0.715 -0.146 6.570 0.0844
H 0.191 -1.254 3.957 0.0824
H 0.814 -0.972 5.412 0.1119
H 1.960 0.763 2.925 0.0198
H 2.516 0.315 4.432 0.1023
H 2.030 2.021 3.995 0.1216
C 0.655 -4.472 1.608 -0.0721
O 0.443 -4.472 0.227 -0.1710
C -0.130 -3.374 -0.445 -0.2522
C -0.029 -3.440 -1.884 -0.2543
N -0.730 -2.416 -2.633 -0.0567
C -0.556 -2.593 -4.111 -0.1559
C -1.356 -1.505 -4.791 -0.2423
O -1.304 -1.804 -6.158 -0.1827
C -2.474 -1.424 -6.873 -0.0624
H 1.070 -3.581 1.877 0.0557
H 0.835 -5.562 1.672 0.1304
H -0.286 -4.335 1.963 0.0425
H 0.068 -2.330 -0.202 0.1064
H -1.265 -3.331 -0.243 0.1406
H -0.440 -4.426 -2.239 0.1446
H 1.009 -3.544 -2.015 0.0962
H -0.062 -1.688 -2.525 0.0533
H -1.042 -3.671 -4.302 0.1591
H 0.643 -2.732 -4.163 0.1541
H -0.893 -0.456 -4.672 0.1268
H -2.385 -1.427 -4.394 0.1218
H -2.652 -0.262 -6.717 0.1452
H -3.276 -1.954 -6.689 0.0414
H -2.112 -1.501 -7.741 0.0132
```

The value obtained for the gap between HOMO and LUMO is 7.57 eV. The max |F| comes out at 19.83 eV/Å. As for the HOMO energy: -7.916 eV.


No. 2
This record from the Open Molecules 2025 dataset describes 2 unconnected molecules or ions with the total composition C5H5F2N in a non-equilibrium geometry. The level of theory is the ωB97M-V functional and the def2-TZVPD basis.

Geometry as XYZ:
```
13
Properties=species:S:1:pos:R:3:lowdin_charge:R:1
C -1.833 0.544 0.658 -0.1611
C 1.270 -1.068 0.311 -0.0514
C 0.449 -0.370 1.354 0.0691
C 0.189 -0.653 -0.671 -0.2754
C -0.547 -0.042 0.506 -0.1669
N -2.928 0.901 0.676 0.1730
F 0.570 0.243 -1.614 0.0137
F -0.523 2.746 -1.730 -0.0746
H 2.123 -0.572 0.211 0.0823
H 1.423 -2.052 0.361 0.0837
H 0.541 -0.364 2.379 0.0964
H -0.317 2.042 -1.156 0.0385
H -0.418 -1.356 -1.284 0.1727
```

The SMILES is N#CC1=CC[C@@H]1F.F. The value obtained for the gap between HOMO and LUMO is 10.61 eV. The max |F| comes out at 4.48 eV/Å. As for the HOMO energy: -10.790 eV. The value obtained for the relative energy (zero: lowest compared OMol25 entry of this formula, charge and spin) is 59.8 kcal/mol.